1.
{
  "formula": "C23H35ClIN5O4S",
  "method": "ωB97M-V with the def2-TZVPD basis set",
  "species": ["C", "C", "C", "Cl", "N", "C", "C", "N", "C", "C", "C", "N", "C", "C", "C", "C", "C", "C", "C", "O", "C", "C", "C", "N", "O", "C", "C", "O", "O", "C", "I", "C", "C", "N", "S", "H", "H", "H", "H", "H", "H", "H", "H", "H", "H", "H", "H", "H", "H", "H", "H", "H", "H", "H", "H", "H", "H", "H", "H", "H", "H", "H", "H", "H", "H", "H", "H", "H", "H", "H"],
  "xyz": [[2.673, -4.518, 3.358], [2.468, -3.030, 2.742], [2.790, -2.990, 1.141], [4.531, -2.573, 0.760], [1.768, -2.264, 0.340], [0.720, -3.092, -0.385], [1.668, -0.948, 0.176], [0.622, -0.407, -0.703], [-0.368, 0.451, 0.007], [-1.757, -0.355, 0.312], [-2.549, -0.596, -1.060], [-3.849, -1.301, -0.828], [-5.031, -0.529, -1.327], [-5.662, 0.313, -0.111], [-4.880, 1.505, 0.509], [-5.353, 2.373, 1.699], [-6.732, 2.043, 2.329], [-7.546, 0.870, 1.727], [-7.054, -0.009, 0.529], [-7.848, -1.109, 0.042], [1.422, 0.388, -1.728], [0.508, 0.804, -3.010], [1.292, 0.615, -4.395], [1.873, 1.643, -5.000], [1.946, 1.521, -1.030], [2.990, 1.127, -0.082], [4.358, 0.671, -0.852], [4.494, 0.674, -2.115], [5.473, 0.313, -0.087], [3.372, 2.492, 0.670], [1.585, 3.704, 1.201], [4.190, 3.484, -0.348], [5.788, 3.517, -0.010], [2.629, -0.035, 0.780], [2.346, 0.316, 2.450], [2.150, -5.310, 2.704], [2.203, -4.558, 4.412], [3.804, -4.748, 3.420], [1.358, -2.746, 2.869], [3.119, -2.301, 3.326], [2.689, -4.101, 0.830], [0.893, -3.030, -1.524], [0.756, -4.194, -0.098], [-0.344, -2.729, -0.118], [-0.032, 0.866, 1.015], [-0.701, 1.368, -0.614], [-2.371, 0.359, 0.978], [-1.562, -1.294, 0.931], [-1.906, -1.277, -1.727], [-2.674, 0.389, -1.658], [-3.964, -1.358, 0.194], [-4.772, 0.165, -2.196], [-5.857, -1.242, -1.697], [-3.844, 1.744, 0.065], [-4.650, 3.206, 2.058], [-7.144, 2.630, 3.215], [-8.561, 0.608, 2.186], [-8.650, -0.682, -0.336], [2.199, -0.346, -2.134], [-0.468, 0.184, -3.000], [0.289, 1.919, -2.897], [1.388, -0.400, -4.930], [2.318, 1.316, -5.882], [4.084, 2.363, 1.558], [3.966, 3.275, -1.446], [3.842, 4.572, -0.163], [6.129, 4.615, -0.112], [6.004, 3.184, 1.060], [6.279, 2.824, -0.772], [1.151, -0.341, 2.782]],
  "atomic_forces_ev_per_a": [[0.12, 0.47, -0.27], [-0.31, -0.44, 0.06], [0.51, -2.27, 1.24], [-1.70, 0.01, 0.28], [-0.87, 1.04, -0.64], [-1.10, -0.67, -0.59], [0.73, 1.14, 0.57], [1.70, -0.10, 0.20], [-2.30, 0.29, 1.23], [0.42, 1.39, -0.49], [0.98, -0.58, 0.02], [0.07, 1.33, -0.04], [-1.56, 0.28, 0.89], [-1.62, 2.02, 2.44], [-2.09, -0.49, 1.23], [-1.97, -3.09, -1.58], [1.50, -2.14, -3.17], [2.41, 0.44, -1.03], [2.29, 2.73, 1.20], [0.68, 2.57, 0.45], [-0.41, -0.72, -1.06], [0.61, 0.30, 0.14], [1.26, 1.82, -1.25], [-1.71, -2.82, 1.48], [0.81, -1.67, -0.08], [1.03, 1.72, -1.07], [6.47, -1.85, -0.28], [-2.31, 0.40, 2.73], [-5.93, 1.87, -1.67], [1.19, 0.49, -1.23], [0.50, -0.74, 0.20], [0.38, 1.06, 0.83], [-0.85, 0.06, -0.78], [-2.68, -1.42, -1.38], [-0.29, -0.61, 1.31], [0.83, 1.19, 1.00], [0.87, 0.08, -1.70], [-1.91, 0.26, -0.07], [1.68, -0.34, -0.18], [-0.96, -0.89, -1.02], [0.10, 2.06, 0.21], [-0.31, 0.07, 1.94], [0.39, 1.63, -0.09], [1.95, -0.44, -0.60], [0.01, -0.47, -1.48], [1.06, -1.58, 0.75], [0.84, -1.18, -0.95], [-0.35, 1.03, -1.02], [-0.72, 1.01, 0.86], [0.14, -1.39, 1.21], [-0.02, -0.13, -0.73], [-0.16, -0.95, 1.26], [1.34, 1.04, 0.58], [-1.91, -0.36, 0.69], [-1.43, -1.41, -0.50], [0.64, -0.96, -1.46], [1.68, 0.42, -0.76], [0.64, -0.56, 0.37], [-0.50, 1.26, 0.76], [1.65, 0.99, -0.02], [0.16, -1.49, -0.28], [-0.48, 1.14, 1.36], [-0.33, 0.17, 0.81], [-1.53, -0.13, -1.09], [0.38, -0.06, 1.54], [0.30, -1.97, -0.22], [-0.34, -1.84, -0.01], [-0.30, 0.30, -1.55], [-0.27, 1.03, 1.38], [0.89, 0.65, -0.90]]
}

2.
{
  "formula": "C19H22N4O3S",
  "method": "ωB97M-V with the def2-TZVPD basis set",
  "species": ["N", "C", "C", "C", "C", "C", "N", "C", "O", "C", "C", "C", "C", "C", "O", "N", "C", "C", "C", "C", "C", "S", "C", "C", "C", "O", "N", "H", "H", "H", "H", "H", "H", "H", "H", "H", "H", "H", "H", "H", "H", "H", "H", "H", "H", "H", "H", "H", "H"],
  "xyz": [[3.855, -4.972, 1.701], [3.097, -4.108, 1.720], [2.062, -3.033, 1.875], [1.246, -3.214, 3.163], [0.103, -4.190, 2.727], [-0.032, -4.110, 1.215], [1.055, -3.304, 0.829], [1.089, -2.966, -0.593], [0.300, -3.400, -1.393], [2.165, -2.030, -1.070], [1.867, -0.589, -0.559], [1.015, 0.198, -1.565], [1.212, 1.670, -1.814], [0.851, 2.471, -0.552], [1.645, 2.591, 0.314], [-0.365, 3.149, -0.375], [-0.691, 3.930, 0.846], [-2.181, 3.629, 1.212], [-3.184, 3.489, 0.003], [-4.654, 3.433, 0.001], [-5.163, 3.395, -1.317], [-3.900, 3.104, -2.484], [-2.720, 3.270, -1.242], [-1.250, 3.128, -1.525], [1.548, -0.597, -2.808], [1.583, -0.326, -3.995], [2.065, -1.799, -2.498], [2.609, -2.093, 1.988], [1.803, -3.617, 3.959], [0.933, -2.201, 3.448], [-0.826, -4.071, 3.375], [0.371, -5.162, 2.819], [-0.948, -3.559, 0.983], [-0.147, -5.035, 0.613], [3.071, -2.469, -0.626], [1.332, -0.604, 0.383], [2.861, -0.052, -0.383], [-0.051, -0.028, -1.363], [2.202, 1.875, -2.124], [0.599, 1.994, -2.693], [-0.549, 4.972, 0.651], [-0.085, 3.616, 1.670], [-2.080, 2.556, 1.676], [-2.400, 4.443, 1.901], [-5.278, 3.624, 0.901], [-6.173, 3.532, -1.595], [-1.214, 2.097, -1.875], [-1.066, 3.796, -2.351], [2.417, -2.432, -3.171]],
  "atomic_forces_ev_per_a": [[-0.09, 0.15, -0.22], [0.02, 0.18, 0.74], [0.26, -1.69, -0.18], [-1.28, -0.01, -1.39], [-1.20, 1.97, 0.95], [-2.44, 0.83, 0.27], [1.43, 2.38, -3.74], [0.18, -0.48, 1.69], [-0.69, -0.52, 0.77], [-0.85, 0.90, 0.39], [1.59, 1.41, 1.88], [0.72, -2.35, -1.53], [-2.18, 0.70, -0.17], [-1.85, 1.45, -0.87], [2.79, -0.38, 2.44], [0.31, -0.64, -1.22], [-1.53, -1.16, -1.91], [0.51, -2.04, -0.64], [-0.57, -0.18, 1.11], [-0.03, 1.27, -1.36], [1.91, -0.54, 2.51], [-0.49, 0.56, 0.99], [1.15, 0.28, 0.47], [-1.56, -1.18, 0.01], [-0.42, -0.48, -2.46], [-0.81, 1.73, 0.12], [0.74, -0.46, 3.39], [-0.48, 0.23, -1.04], [0.85, -0.47, 0.96], [-0.41, -0.43, -0.03], [0.98, 0.10, -1.24], [1.33, -2.99, 1.37], [-0.13, 0.01, -0.23], [0.54, 0.12, 0.79], [0.45, 0.61, -0.74], [0.23, -0.10, 0.42], [-1.31, -0.61, -0.23], [0.42, -0.04, -0.45], [1.27, 0.33, 0.22], [0.45, -0.58, 0.71], [0.18, 0.76, -0.09], [0.56, -0.17, 0.19], [-0.74, 2.14, -0.23], [-0.77, -0.51, 0.31], [0.46, -0.23, -0.88], [-0.77, -0.18, -0.33], [0.29, 0.10, -0.55], [0.94, 0.46, -0.24], [0.06, -0.23, -0.73]],
  "relative_energy_kj_mol": 340.0
}

Number 1: E_HOMO -7.48 eV, largest force on an atom 6.73 eV/A. Number 2: E_HOMO -8.79 eV, largest force on an atom 4.66 eV/A.